[1]
{"formula": "C2H4N4", "method": "the ωB97M-V functional and the def2-TZVPD basis", "lumo_energy_ev": 0.8, "max_force_ev_per_a": 10.00, "de_lowest_kcal_mol": 91.10, "charge": 0, "symbols": ["C", "C", "H", "H", "H", "H", "N", "N", "N", "N"], "coordinates": [[1.802051, 0.788968, 0.019997], [-1.502596, -0.117075, 0.094277], [2.589197, 0.604912, 1.149241], [2.334457, 0.249570, -0.813917], [1.652656, 1.873752, -0.291825], [-2.416060, 0.101827, 0.411045], [0.381712, 0.371345, 0.136172], [-0.706715, 0.771122, 0.529338], [-0.884843, -1.264753, -0.385923], [0.358849, -0.857916, -0.442471]], "forces_ev_per_angstrom": [[1.59, 2.44, 2.45], [0.14, -3.68, 0.06], [-2.93, 0.81, -3.57], [-1.13, 0.37, 1.15], [1.18, -1.05, 0.84], [-4.49, -0.47, 0.49], [8.13, -5.04, -2.90], [-0.96, 4.39, 1.10], [-0.03, 2.85, -0.35], [-1.48, -0.63, 0.73]], "lowdin_charge": [-0.05, -0.22, 0.18, 0.07, 0.08, 0.06, -0.28, 0.09, 0.06, 0.02]}

[2]
{"formula": "C7H12NO", "method": "the ωB97M-V functional and the def2-TZVPD basis", "lumo_energy_ev": -4.3, "smiles": "CC1=C(C=O)[N@@H+](C)CC1", "max_force_ev_per_a": 4.70, "de_lowest_kcal_mol": 39.75, "charge": 1, "symbols": ["C", "C", "C", "C", "O", "N", "C", "C", "C", "H", "H", "H", "H", "H", "H", "H", "H", "H", "H", "H", "H"], "coordinates": [[0.979640, -0.663180, -2.274045], [0.376897, -0.364392, -0.974648], [0.591744, 0.773302, -0.167120], [1.519873, 1.857905, -0.483055], [1.962365, 2.537096, 0.406414], [0.155916, 0.505739, 1.296327], [-0.679558, 1.640506, 1.815172], [-0.521340, -0.833510, 1.232106], [-0.245742, -1.459411, -0.114011], [0.438550, -0.374507, -3.241870], [1.083484, -1.693205, -2.221700], [1.887256, -0.152794, -2.302269], [1.548141, 2.079570, -1.517552], [1.037102, 0.498835, 1.774522], [-1.499821, 2.001760, 1.060131], [-1.285093, 1.164205, 2.646171], [0.108652, 2.389994, 2.009979], [-1.658120, -0.663260, 1.320702], [-0.206096, -1.373717, 2.083488], [-1.205321, -1.723285, -0.531393], [0.498481, -2.292426, -0.041367]], "forces_ev_per_angstrom": [[-2.08, 1.46, -1.43], [-0.15, 2.71, 3.84], [-0.48, -3.81, -1.46], [-1.99, 0.14, 1.92], [0.75, 0.26, 0.10], [-0.43, 0.79, -3.67], [-1.50, -0.36, -0.15], [-2.23, 1.04, -0.03], [0.98, 0.29, -0.44], [0.28, -0.43, 1.60], [0.66, -2.03, -0.68], [1.78, 0.49, -0.37], [0.85, 0.31, -1.47], [0.46, -0.17, 0.89], [2.00, -0.79, 1.02], [1.10, 1.25, -0.35], [-1.19, 0.12, 0.49], [1.85, 0.00, 0.07], [0.28, -0.82, 0.77], [-0.01, -0.85, -0.38], [-0.93, 0.38, -0.27]], "lowdin_charge": [0.00, -0.14, -0.07, -0.19, 0.09, -0.08, 0.02, -0.09, -0.09, 0.15, 0.07, 0.07, 0.13, 0.18, 0.15, 0.12, 0.10, 0.17, 0.13, 0.13, 0.16]}

[3]
{"formula": "C16H38ClN2O", "method": "the ωB97M-V functional and the def2-TZVPD basis", "lumo_energy_ev": -1.8, "max_force_ev_per_a": 3.09, "de_lowest_kcal_mol": 63.30, "charge": 1, "symbols": ["C", "C", "N", "C", "C", "C", "C", "C", "O", "C", "H", "H", "H", "H", "H", "H", "H", "H", "H", "H", "H", "H", "H", "H", "H", "H", "H", "H", "H", "H", "C", "C", "C", "N", "C", "C", "C", "C", "C", "H", "H", "H", "H", "H", "H", "H", "H", "H", "H", "H", "H", "H", "H", "H", "H", "H", "H", "Cl"], "coordinates": [[3.682103, -1.696006, -4.490352], [2.140440, -1.532143, -4.290926], [1.242248, -0.632355, -5.246059], [1.957845, -0.312325, -6.557769], [-0.095635, -1.390704, -5.605899], [-1.208672, -0.802713, -6.496943], [0.765428, 0.779728, -4.652547], [1.909181, 1.624615, -4.180498], [2.526279, 1.084739, -3.031729], [3.362898, 2.040749, -2.408442], [4.178506, -0.751796, -4.266425], [3.953503, -1.772002, -5.543287], [4.025574, -2.532501, -3.881745], [1.790529, -1.343266, -3.276048], [1.716432, -2.516017, -4.491684], [2.975556, 0.035333, -6.380262], [1.363023, 0.286570, -7.247422], [2.067627, -1.247692, -7.106517], [-0.553516, -1.596314, -4.638338], [0.240880, -2.373828, -5.935023], [-0.851763, -0.401060, -7.445307], [-1.613250, 0.024229, -5.913352], [-2.016491, -1.525495, -6.611392], [0.036514, 0.446622, -3.913757], [0.281999, 1.291910, -5.484463], [1.515850, 2.616690, -3.958682], [2.597667, 1.829202, -5.000394], [2.888534, 2.995785, -2.182648], [4.323194, 2.087860, -2.921954], [3.613668, 1.469500, -1.514632], [-1.443319, -3.103549, 5.509945], [-1.532721, -1.774630, 4.648595], [-2.156085, -0.681022, 5.535961], [-2.159436, 0.852071, 4.999102], [-2.885585, 0.949438, 3.625402], [-0.675436, 1.441497, 4.965481], [-0.385640, 1.928945, 6.370881], [-1.685674, 2.000811, 7.121955], [-2.812531, 1.737084, 6.065096], [-1.087128, -2.952116, 6.528913], [-0.970917, -3.876484, 4.903728], [-2.439989, -3.529122, 5.626749], [-2.095878, -2.003288, 3.743803], [-0.577583, -1.404888, 4.275638], [-1.492251, -0.733307, 6.398918], [-3.188929, -0.872645, 5.826858], [-3.212516, 1.970304, 3.427795], [-3.647808, 0.176557, 3.526515], [-2.128987, 0.819875, 2.851529], [-0.709360, 2.151264, 4.138933], [-0.103456, 0.544329, 4.728783], [0.166441, 2.854380, 6.206911], [0.269880, 1.290524, 6.963185], [-1.903505, 3.004324, 7.487502], [-1.805164, 1.262747, 7.915108], [-3.093832, 2.656751, 5.552080], [-3.697886, 1.190588, 6.390011], [-1.360857, -2.087754, -0.660882]], "forces_ev_per_angstrom": [[-1.17, 2.08, -0.59], [-1.04, -1.12, -0.58], [-0.41, 1.89, -1.54], [0.04, -1.53, 0.17], [0.47, -1.15, 0.92], [1.24, 1.11, 0.93], [0.65, -2.09, -0.37], [-0.22, 0.09, 0.51], [-0.71, 0.61, -1.16], [0.78, -1.85, 0.89], [0.17, -0.15, 0.82], [-0.23, -0.91, -0.02], [-0.02, 0.21, -0.15], [0.39, 0.51, -0.04], [0.00, -0.08, -0.12], [-0.40, 0.43, 0.05], [0.03, 0.47, 0.63], [0.09, -0.26, 0.20], [0.11, 0.10, 0.24], [0.12, 0.15, -0.37], [-0.17, -0.30, -0.12], [-0.33, 0.14, -0.30], [0.35, -0.13, -0.10], [0.15, 0.57, 0.36], [-0.10, -0.19, 0.07], [-0.36, 0.17, 0.19], [0.44, -0.30, -0.15], [0.01, -0.03, -0.18], [-0.07, 0.70, -0.43], [0.04, 0.73, 0.56], [-0.87, 0.81, -1.12], [-0.61, -0.22, 0.24], [0.58, 0.84, -0.73], [0.27, -0.56, 0.15], [1.59, -0.03, 0.50], [-1.80, -2.49, -0.32], [0.87, 0.14, -0.35], [-2.46, 0.54, -0.63], [0.88, -0.73, -0.51], [0.61, -0.13, -0.28], [0.68, 0.19, 0.44], [-0.32, 0.33, 0.04], [-0.22, 0.13, 0.05], [0.30, -0.36, 0.26], [-0.35, 0.78, 0.37], [0.08, -0.01, -0.08], [-0.46, -0.11, 0.61], [0.00, 0.31, 0.20], [0.03, -0.62, 0.06], [0.38, 0.15, 0.36], [0.35, 0.48, -0.47], [-0.30, 0.31, 0.63], [0.24, -0.22, -0.58], [0.20, -0.18, 0.46], [0.39, 0.22, 0.07], [-0.06, -0.05, 0.09], [0.03, 0.36, 0.31], [0.15, 0.26, -0.08]], "lowdin_charge": [-0.04, -0.10, -0.20, -0.01, -0.16, -0.05, -0.04, -0.22, -0.19, -0.08, 0.07, 0.07, 0.09, 0.13, 0.11, 0.09, 0.10, 0.11, 0.13, 0.12, 0.07, 0.07, 0.10, 0.14, 0.13, 0.13, 0.13, 0.10, 0.09, 0.10, -0.07, -0.20, -0.09, -0.22, 0.04, -0.05, -0.16, -0.14, -0.09, 0.07, 0.08, 0.07, 0.11, 0.10, 0.12, 0.13, 0.10, 0.11, 0.10, 0.13, 0.11, 0.12, 0.12, 0.12, 0.12, 0.13, 0.13, -0.96]}

[4]
{"formula": "C7H4NO2S", "method": "the ωB97M-V functional and the def2-TZVPD basis", "lumo_energy_ev": [3.3, 1.7], "spin_multiplicity": 3, "max_force_ev_per_a": 5.33, "s_squared": 2.05, "charge": -1, "symbols": ["C", "C", "C", "C", "C", "C", "C", "N", "O", "O", "S", "H", "H", "H", "H"], "coordinates": [[0.782183, 0.612746, 1.007161], [1.819864, 0.989037, 0.161172], [0.201792, -0.532101, 0.511260], [-2.574247, 0.974946, -0.256470], [-0.829045, -1.529733, 0.727381], [1.496278, -0.544372, -1.484790], [0.486849, -1.081421, -0.685366], [2.228637, 0.443643, -0.945399], [-2.733130, 0.887093, -1.399055], [-2.544953, 1.616858, 0.706083], [-2.569305, -1.287657, 0.410650], [0.708486, 1.116615, 2.025110], [2.364609, 1.852959, 0.354738], [-0.606073, -2.435788, 1.330230], [1.768059, -1.082830, -2.462708]], "forces_ev_per_angstrom": [[1.72, 2.61, 1.85], [-0.50, 0.17, 0.71], [-2.59, -3.15, -0.34], [-0.46, 0.77, -0.38], [-2.66, 0.75, 0.78], [-1.29, -4.17, -3.06], [1.61, 1.43, 0.35], [0.77, 0.75, -0.77], [-0.04, -0.77, -2.62], [0.41, 0.62, 2.60], [2.58, -1.15, 0.77], [-0.34, -0.96, -1.57], [1.00, 1.61, 0.96], [-0.12, 0.19, -0.81], [-0.10, 1.30, 1.53]], "mulliken_spin": [0.39, -0.06, -0.02, 0.01, -0.09, 0.36, 0.65, 0.27, 0.00, 0.01, 0.43, 0.03, 0.00, 0.01, 0.02]}